A cluster of 11 separate species, C37H102F6N9O16S in total in a non-equilibrium geometry, computed with ωB97M-V/def2-TZVPD.

```
171
Properties=species:S:1:pos:R:3:mulliken_charge:R:1
C 14.593 14.681 14.316 0.27
F 15.847 14.592 13.886 -0.02
F 13.825 13.889 13.553 -0.05
F 14.475 14.289 15.607 -0.22
S 13.874 16.505 14.191 1.39
O 12.463 16.325 14.580 -1.07
O 14.735 17.301 15.073 -0.47
O 13.951 16.912 12.785 -1.39
C 12.837 18.582 17.848 -1.42
C 11.646 17.709 18.126 0.31
C 10.555 18.335 18.952 -0.77
O 9.277 18.193 18.338 -0.38
C 8.293 18.818 19.138 -0.65
N 11.025 17.347 16.811 0.10
H 10.790 18.211 16.323 0.38
H 11.718 16.921 16.196 0.03
H 10.157 16.816 16.857 0.42
H 13.252 18.896 18.801 0.45
H 12.496 19.496 17.373 0.48
H 13.631 18.097 17.260 0.20
H 11.882 16.707 18.476 0.45
H 10.798 19.399 19.026 0.40
H 10.492 17.908 19.979 0.45
H 8.462 19.912 19.155 0.30
H 8.463 18.352 20.103 0.32
H 7.260 18.641 18.758 0.25
C 9.706 17.170 12.139 -1.37
C 10.263 15.734 11.888 0.66
C 9.480 14.890 10.912 -0.94
O 10.221 13.781 10.492 -0.02
C 9.652 13.304 9.233 -0.88
N 11.700 15.897 11.343 0.82
H 12.062 14.939 11.277 -0.42
H 11.736 16.270 10.394 0.52
H 12.367 16.498 11.914 -0.02
H 8.660 17.097 12.485 0.43
H 9.772 17.837 11.244 0.34
H 10.264 17.597 12.973 0.33
H 10.435 15.210 12.831 0.12
H 9.245 15.452 9.981 0.52
H 8.541 14.550 11.367 0.38
H 9.736 14.198 8.618 0.45
H 8.582 13.088 9.391 0.31
H 10.291 12.506 8.896 0.16
C 17.740 13.845 7.603 -1.54
C 16.643 13.122 8.391 0.67
C 15.229 13.474 7.848 -0.81
O 14.192 13.018 8.735 -0.24
C 13.971 13.936 9.776 -0.27
N 16.864 11.649 8.307 -0.06
H 16.494 11.189 7.481 0.43
H 17.861 11.429 8.281 0.40
H 16.488 11.182 9.166 0.26
H 17.781 14.879 7.963 0.37
H 17.506 13.810 6.519 0.34
H 18.708 13.446 7.758 0.53
H 16.690 13.424 9.417 -0.07
H 15.027 12.958 6.872 0.37
H 15.163 14.578 7.727 0.34
H 13.074 13.582 10.291 -0.54
H 13.832 14.946 9.435 0.54
H 14.807 14.009 10.486 0.35
C 20.587 16.508 17.572 -1.10
C 20.201 17.870 17.012 -0.07
C 18.656 17.997 16.908 -0.80
O 18.159 17.564 18.134 -0.41
C 16.774 17.718 18.195 -0.74
N 20.743 18.940 18.002 -0.27
H 21.758 18.802 18.217 0.39
H 20.648 19.879 17.596 0.36
H 20.215 18.926 18.898 0.36
H 20.376 16.412 18.635 0.43
H 21.630 16.279 17.372 0.51
H 20.031 15.744 17.005 -0.07
H 20.721 18.046 16.072 0.41
H 18.321 17.378 16.067 0.47
H 18.380 19.056 16.718 0.53
H 16.226 16.920 17.616 0.09
H 16.528 18.740 17.862 0.41
H 16.550 17.615 19.260 0.43
C 19.541 12.863 12.637 -1.43
C 19.827 11.489 13.222 1.19
C 19.438 10.509 12.086 -0.64
O 19.994 9.193 12.179 -0.36
C 20.526 8.728 10.947 -0.71
N 21.206 11.509 13.811 -0.49
H 21.876 11.531 13.047 0.27
H 21.712 13.300 15.192 0.33
H 21.407 10.591 14.240 0.25
H 19.742 13.686 13.306 0.04
H 18.570 12.986 12.234 0.34
H 20.171 13.042 11.752 0.46
H 19.157 11.283 14.032 -0.22
H 19.609 10.884 11.066 0.48
H 18.348 10.444 12.203 -0.01
H 20.461 9.500 10.185 0.29
H 19.982 7.797 10.656 0.27
H 21.574 8.439 11.057 0.29
C 15.245 9.831 15.440 -0.72
C 15.497 8.357 15.775 0.32
C 16.917 8.061 16.171 -0.86
O 17.770 8.270 15.021 -0.24
C 19.138 7.837 15.136 -0.46
N 14.757 7.989 17.049 -0.25
H 15.035 7.033 17.328 0.38
H 15.057 8.626 17.787 0.37
H 13.721 8.077 16.981 0.36
H 16.048 10.163 14.823 0.03
H 15.345 10.396 16.351 0.37
H 14.298 10.156 14.956 0.05
H 15.108 7.822 14.943 0.32
H 16.987 7.002 16.592 0.42
H 17.210 8.723 17.031 0.29
H 19.178 6.758 14.927 0.33
H 19.649 7.992 16.113 0.35
H 19.574 8.404 14.304 -0.05
C 17.055 21.040 11.778 -1.43
C 16.963 19.530 12.166 0.48
C 18.296 19.098 12.750 -1.13
O 18.222 17.751 13.288 -0.11
C 18.941 16.748 12.508 -0.64
N 15.867 19.339 13.206 0.00
H 15.632 20.127 13.761 0.39
H 14.995 19.030 12.753 0.24
H 16.178 18.553 13.796 0.12
H 16.087 21.484 11.686 0.42
H 17.679 21.280 10.909 0.38
H 17.535 21.547 12.612 0.43
H 16.715 18.878 11.296 0.27
H 18.580 19.780 13.550 0.35
H 19.027 19.149 11.931 0.52
H 19.019 15.880 13.171 -0.02
H 19.933 16.990 12.143 0.43
H 18.333 16.605 11.564 0.27
C 12.299 9.922 9.801 -1.18
C 12.111 9.639 11.287 -0.25
C 11.769 10.914 12.039 0.53
O 11.416 10.615 13.406 -0.55
C 11.246 11.768 14.146 -0.57
N 11.000 8.597 11.462 -0.14
H 11.265 7.655 11.119 0.39
H 10.791 8.474 12.469 0.35
H 10.089 8.841 11.061 0.39
H 11.339 10.049 9.317 0.45
H 12.911 9.187 9.292 0.39
H 12.853 10.873 9.722 0.02
H 12.961 9.122 11.713 0.32
H 10.918 11.431 11.551 0.38
H 12.732 11.446 12.032 -0.34
H 12.193 12.328 14.272 0.07
H 10.941 11.495 15.158 0.38
H 10.439 12.372 13.758 0.35
C 20.778 13.010 16.869 -0.21
O 19.390 13.353 16.878 0.20
O 21.348 13.899 15.943 -0.60
C 21.676 13.267 18.226 0.71
F 22.467 12.200 18.276 -0.27
F 22.495 14.297 17.974 -0.22
F 21.087 13.507 19.478 -0.28
C 18.654 12.273 17.464 -0.19
C 17.240 12.401 17.312 -1.16
H 16.813 13.266 17.869 0.38
H 16.716 12.460 16.332 0.04
H 16.669 11.619 17.811 0.43
H 18.794 12.109 18.529 0.26
H 18.976 11.350 16.973 0.22
H 20.962 11.849 16.717 0.38
N 15.405 10.840 11.512 0.82
O 16.296 10.763 10.630 -0.80
O 15.186 9.863 12.253 -0.62
O 14.764 11.919 11.654 -0.51
```

**HOMO-LUMO gap**: 8.21 eV
**E_LUMO**: -0.3347 Eh
**Net charge**: +5
**HOMO energy**: -0.6364 hartree



A cluster of 13 separate species, C37H106N8O19 in total in a non-equilibrium geometry, computed with ωB97M-V/def2-TZVPD.

```
170
Properties=species:S:1:pos:R:3:mulliken_charge:R:1
C -5.819 3.717 -2.939 -0.45
O -6.405 4.684 -2.098 -0.42
C -7.271 4.147 -1.085 0.13
C -8.671 3.915 -1.545 -1.34
N -9.260 5.060 -2.268 -0.12
C -9.318 6.346 -1.554 -0.37
C -10.285 7.313 -2.237 -0.68
O -11.632 7.143 -1.854 -0.34
C -12.258 5.957 -2.302 -0.59
H -5.249 4.236 -3.717 0.31
H -6.347 2.928 -3.476 0.29
H -4.954 3.359 -2.363 0.01
H -7.274 4.907 -0.301 0.10
H -6.788 3.256 -0.675 0.49
H -9.247 3.407 -0.768 0.29
H -8.686 3.209 -2.384 0.41
H -8.883 5.117 -3.200 0.28
H -8.283 6.708 -1.546 0.42
H -9.640 6.077 -0.548 0.16
H -10.201 7.519 -3.308 0.39
H -9.985 8.260 -1.773 0.30
H -12.365 5.891 -3.385 0.28
H -13.188 5.755 -1.767 0.30
H -11.751 5.043 -1.975 0.15
C 3.935 1.193 -4.630 -0.83
O 3.234 2.155 -3.866 -0.21
C 3.975 3.280 -3.433 -0.60
C 3.046 4.177 -2.620 0.61
N 3.812 5.355 -2.190 -0.35
C 3.383 5.893 -0.919 -0.86
C 3.657 5.024 0.317 0.03
O 5.044 4.781 0.345 -0.36
C 5.470 4.034 1.482 -0.61
H 4.957 1.106 -4.239 0.31
H 4.197 1.450 -5.662 0.35
H 3.390 0.256 -4.559 0.23
H 4.362 3.814 -4.305 0.29
H 4.834 3.104 -2.772 0.21
H 2.542 3.695 -1.775 -0.49
H 2.199 4.441 -3.263 0.25
H 4.784 5.075 -2.228 0.32
H 2.295 5.954 -1.017 0.38
H 3.766 6.894 -0.724 0.36
H 3.095 4.083 0.296 -0.06
H 3.300 5.584 1.189 0.40
H 6.443 3.623 1.224 0.24
H 4.860 3.126 1.546 0.25
H 5.443 4.646 2.382 0.30
C -2.969 1.921 0.161 -0.68
O -1.588 1.592 0.006 -0.29
C -1.168 1.670 -1.343 -0.92
C 0.337 1.384 -1.398 -0.02
N 0.710 0.097 -0.821 0.01
C 2.172 -0.015 -0.966 -0.40
C 2.812 -1.304 -0.464 -0.75
O 2.394 -2.473 -1.171 0.66
C 3.176 -2.996 -2.205 -1.48
H -3.438 1.089 -0.378 0.38
H -3.328 2.847 -0.294 0.20
H -3.349 1.865 1.178 0.21
H -1.331 2.675 -1.741 0.39
H -1.702 0.878 -1.878 0.40
H 0.953 2.220 -1.076 -0.10
H 0.430 1.374 -2.495 0.27
H 0.477 -0.823 -1.174 0.19
H 2.803 0.719 -0.447 0.19
H 2.519 0.200 -1.988 0.04
H 2.321 -1.498 0.497 -0.03
H 3.868 -1.134 -0.251 0.63
H 3.796 -2.359 -2.838 0.33
H 2.547 -3.478 -2.960 0.53
H 3.764 -3.842 -1.839 0.41
C -5.294 4.459 1.719 -0.28
O -6.146 3.843 2.701 -0.11
C -5.692 4.136 4.009 -0.54
C -6.557 3.310 4.933 -0.96
N -8.007 3.467 4.800 -0.30
C -8.421 4.883 4.900 -0.41
C -9.946 4.898 5.005 -0.78
O -10.671 4.098 4.120 -0.39
C -10.717 4.442 2.732 -0.49
H -5.414 3.995 0.744 -0.36
H -4.271 4.160 1.963 0.40
H -5.477 5.532 1.700 0.31
H -5.748 5.224 4.140 0.35
H -4.637 3.906 4.205 0.46
H -6.301 3.543 5.971 0.45
H -6.314 2.248 4.865 0.34
H -8.277 3.335 3.828 0.28
H -8.065 5.568 4.122 0.19
H -8.129 5.355 5.843 0.41
H -10.410 5.895 4.961 0.41
H -10.099 4.661 6.060 0.33
H -11.317 3.648 2.307 0.28
H -9.709 4.575 2.321 0.08
H -11.081 5.475 2.688 0.35
C 0.506 -9.632 -3.477 -0.76
O 1.869 -9.353 -3.142 -0.38
C 2.193 -8.001 -2.938 -0.08
C 3.663 -7.824 -2.613 -0.36
N 4.077 -8.387 -1.299 -0.40
C 5.492 -8.781 -1.317 -0.74
C 5.876 -9.903 -2.288 -0.30
O 7.291 -10.060 -2.268 -0.34
C 7.756 -10.877 -3.330 -0.76
H 0.515 -10.660 -3.822 0.23
H 0.094 -8.885 -4.160 0.26
H 0.011 -9.523 -2.507 0.34
H 1.631 -7.568 -2.099 0.18
H 1.904 -7.469 -3.850 0.03
H 3.810 -6.740 -2.575 0.21
H 4.225 -8.185 -3.476 0.31
H 3.599 -9.282 -1.208 0.31
H 5.710 -9.192 -0.330 0.33
H 6.034 -7.860 -1.538 0.28
H 5.530 -9.697 -3.305 0.34
H 5.263 -10.764 -1.996 0.30
H 7.232 -11.831 -3.368 0.31
H 8.843 -10.919 -3.309 0.29
H 7.598 -10.344 -4.277 0.31
C 6.939 0.876 -0.437 -0.65
O 6.075 0.552 0.651 0.02
C 6.709 0.782 1.918 -0.94
C 5.904 0.175 3.053 -0.42
N 6.475 0.523 4.353 -0.41
C 5.729 -0.158 5.417 -0.59
C 6.055 -1.668 5.537 -0.50
O 7.490 -1.723 5.642 -0.37
C 8.019 -2.984 5.414 -0.78
H 6.278 0.954 -1.299 -0.03
H 7.684 0.098 -0.613 0.31
H 7.434 1.838 -0.283 0.36
H 6.777 1.864 2.064 0.32
H 7.758 0.490 1.815 0.40
H 5.982 -0.908 2.893 0.34
H 4.842 0.411 2.981 0.22
H 7.385 0.070 4.391 0.35
H 4.685 0.044 5.174 0.32
H 5.972 0.175 6.427 0.35
H 5.632 -2.266 4.728 0.35
H 5.688 -2.025 6.502 0.45
H 7.401 -3.845 5.682 0.33
H 9.013 -3.071 5.861 0.27
H 8.270 -3.129 4.351 0.27
C 0.322 -5.143 -0.495 0.54
O -0.426 -6.094 -0.246 -0.72
N 0.914 -4.960 -1.674 -0.14
N 0.465 -4.157 0.449 -0.18
H 1.586 -4.238 -1.930 0.02
H 0.805 -5.713 -2.332 0.09
H 0.766 -3.244 0.167 0.16
H 0.095 -4.300 1.367 0.16
O 5.072 -3.120 1.299 -0.55
H 4.118 -2.998 1.350 0.28
H 5.205 -4.062 1.467 0.26
O 2.193 -5.256 -5.179 -0.62
H 1.431 -4.667 -5.172 0.30
H 1.880 -6.050 -5.626 0.29
O 3.935 -5.869 0.278 -0.71
H 3.829 -6.636 -0.316 0.41
H 3.540 -5.135 -0.202 0.26
O 0.738 0.007 2.401 -0.65
H 0.619 -0.056 1.441 0.30
H 1.016 0.915 2.552 0.31
O 2.492 -2.651 3.532 -0.59
H 2.279 -1.733 3.313 0.29
H 1.656 -3.118 3.441 0.27
O -5.887 0.214 1.695 -0.65
H -5.125 -0.154 2.153 0.31
H -6.203 0.917 2.275 0.33
```

**HOMO-LUMO gap**: 8.54 eV
**E_LUMO**: 0.0015 Eh
**HOMO energy**: -0.3124 hartree



A structure of composition C37H19F4N7TeZn, computed with ωB97M-V/def2-TZVPD.

```
69
Properties=species:S:1:pos:R:3:nbo_charge:R:1
Zn 0.401 -0.850 0.180 1.62
C -4.783 -3.101 0.356 -0.28
C -3.429 -3.412 0.614 0.04
N -2.572 -2.571 1.122 -0.37
C -2.991 -1.312 1.419 0.09
C -4.338 -0.912 1.238 -0.01
C -5.230 -1.855 0.678 -0.18
C -4.754 0.386 1.616 -0.27
C -3.835 1.247 2.149 -0.19
C -2.491 0.875 2.306 -0.25
C -2.028 -0.375 1.941 0.21
N -0.693 -0.720 1.968 -0.75
C 0.053 -0.488 3.062 0.21
C -0.399 -0.231 4.361 -0.34
C 0.491 -0.053 5.428 -0.17
C 1.853 -0.108 5.272 -0.30
C 2.371 -0.370 3.981 -0.09
C 3.754 -0.425 3.693 -0.13
C 4.187 -0.671 2.422 -0.27
C 3.231 -0.880 1.410 0.07
N 1.944 -0.840 1.654 -0.56
C 1.490 -0.574 2.902 0.20
H -5.438 -3.843 -0.083 0.20
H -3.053 -4.406 0.389 0.18
H -6.263 -1.569 0.510 0.20
H -5.786 0.680 1.470 0.19
H -4.136 2.250 2.431 0.20
H -1.773 1.597 2.675 0.23
H -1.464 -0.172 4.544 0.21
H 0.079 0.144 6.412 0.19
H 2.530 0.055 6.101 0.20
H 4.461 -0.252 4.497 0.20
H 5.239 -0.687 2.170 0.22
H 3.517 -1.064 0.383 0.22
F 2.390 4.388 -1.371 -0.32
C 3.628 3.929 -1.101 0.38
C 4.662 4.843 -1.070 0.29
F 4.355 6.131 -1.316 -0.32
C 5.997 4.481 -0.848 -0.07
C 6.175 3.105 -0.652 0.29
C 5.134 2.199 -0.684 0.38
F 5.432 0.903 -0.442 -0.33
C 3.812 2.562 -0.923 -0.18
C 2.718 1.584 -1.006 -0.44
C 1.533 1.706 -0.263 0.40
N 0.488 1.635 0.245 -0.55
C 2.768 0.367 -1.740 0.27
N 1.954 -0.602 -1.422 -0.96
F 7.402 2.628 -0.366 -0.31
C 7.090 5.437 -0.820 -0.53
C 6.893 6.792 -0.489 0.33
N 6.776 7.913 -0.214 -0.48
C 8.414 5.065 -1.128 0.33
N 9.514 4.804 -1.388 -0.48
C -0.343 -2.175 -1.223 -1.32
H -0.457 -3.172 -0.798 0.20
H -1.271 -1.880 -1.711 0.20
Te 1.265 -2.132 -2.583 0.54
C 3.748 0.246 -2.862 -0.10
C 3.933 1.289 -3.764 -0.17
C 4.836 1.161 -4.809 -0.22
C 5.568 -0.010 -4.957 -0.22
C 5.389 -1.053 -4.060 -0.24
C 4.481 -0.927 -3.020 -0.13
H 3.362 2.200 -3.637 0.23
H 4.975 1.981 -5.503 0.21
H 6.283 -0.104 -5.765 0.20
H 5.963 -1.966 -4.167 0.20
H 4.338 -1.733 -2.311 0.21
```

**HOMO-LUMO gap**: 5.39 eV
**E_LUMO**: 0.1362 Eh
**Net charge**: -2
**Relative energy (zero: lowest compared OMol25 entry of this formula, charge and spin)**: 0.0 kJ/mol
**HOMO energy**: -0.0617 hartree



A structure of composition C37H20F5N2O6OsS3 in a non-equilibrium geometry, computed with ωB97M-V/def2-TZVPD.

```
74
Properties=species:S:1:pos:R:3:mulliken_charge:R:1
Os 0.099 0.267 -0.160 2.79
C 3.423 -1.021 2.428 -1.04
C 3.313 -0.127 3.485 -0.73
C 2.224 0.721 3.541 -1.46
C 1.268 0.680 2.532 1.75
N 1.428 -0.153 1.478 0.14
C 2.463 -0.993 1.439 -0.61
C 0.030 1.458 2.503 0.44
C -0.377 2.303 3.533 -0.82
C -1.587 2.964 3.445 -0.85
C -2.406 2.768 2.339 -0.74
C -2.006 1.931 1.311 -0.70
C -0.780 1.272 1.365 0.00
H 4.252 -1.708 2.360 0.49
H 4.069 -0.092 4.259 0.46
H 2.103 1.411 4.362 0.48
H 2.519 -1.657 0.587 0.58
H 0.247 2.441 4.407 0.39
H -1.892 3.632 4.240 0.41
H -3.353 3.287 2.274 0.43
H -2.642 1.797 0.446 0.52
O -2.179 -4.299 4.955 -0.73
C -2.400 -4.522 3.755 0.46
O -2.978 -5.427 3.146 -0.71
C -1.795 -3.390 2.798 0.17
C -1.097 -2.335 3.372 -1.58
C -0.544 -1.369 2.551 0.19
N -0.673 -1.405 1.226 0.05
C -1.360 -2.403 0.676 0.65
C -1.935 -3.427 1.421 -0.88
C -1.480 -2.340 -0.841 0.18
O -1.903 -3.295 -1.467 -0.75
O -1.064 -1.225 -1.312 -0.57
H -0.996 -2.283 4.447 0.58
H 0.010 -0.536 2.969 0.56
H -2.467 -4.220 0.918 0.62
F 1.584 6.791 -2.241 -0.36
C 1.014 5.603 -1.992 0.79
C 1.611 4.703 -1.132 -0.21
F 2.761 5.013 -0.524 -0.36
C 1.018 3.483 -0.889 -0.35
F 1.638 2.650 -0.017 -0.23
C -0.181 3.053 -1.493 0.40
O -0.750 1.901 -1.315 -1.06
C -0.768 4.026 -2.334 0.54
F -1.938 3.735 -2.918 -0.38
C -0.187 5.250 -2.586 0.27
F -0.789 6.116 -3.410 -0.34
O 1.542 -0.127 -1.504 0.37
C 2.625 -0.070 -2.368 2.77
C 2.652 1.184 -3.239 -0.25
C 3.638 2.099 -3.459 -0.47
C 3.282 3.072 -4.432 -0.72
C 2.039 2.866 -4.938 -0.59
S 1.283 1.490 -4.248 -0.03
C 2.489 -1.252 -3.325 -0.85
C 1.543 -2.225 -3.263 -0.57
C 1.643 -3.151 -4.339 -0.65
C 2.650 -2.852 -5.196 -0.62
S 3.507 -1.439 -4.711 -0.04
C 3.914 -0.203 -1.562 -0.67
C 4.704 -1.303 -1.426 -0.41
C 5.761 -1.120 -0.493 -0.87
C 5.742 0.114 0.076 -0.75
S 4.442 1.069 -0.512 0.12
H 4.594 2.091 -2.963 0.68
H 3.929 3.884 -4.727 0.42
H 1.525 3.435 -5.695 0.50
H 0.784 -2.254 -2.496 0.31
H 0.977 -3.995 -4.451 0.44
H 2.942 -3.369 -6.096 0.45
H 4.540 -2.218 -1.975 0.58
H 6.499 -1.876 -0.269 0.43
H 6.420 0.529 0.803 0.51
```

**HOMO-LUMO gap (spin up / spin down)**: 6.66 / 5.98 eV
**Spin multiplicity**: 5
**E_LUMO (spin up / spin down)**: 0.0440 / 0.0189 Eh
**Net charge**: -1
**Relative energy (zero: lowest compared OMol25 entry of this formula, charge and spin)**: 101.4 kJ/mol
**HOMO energy (spin up / spin down)**: -0.2006 / -0.2009 hartree